# 1
# H6O2S2

A 3-piece molecular cluster, H6O2S2 overall at a distorted geometry (ωB97M-V/def2-TZVPD, the Open Molecules 2025 dataset).

```
10
Properties=species:S:1:pos:R:3:forces:R:3:nbo_charge:R:1
S -0.4639 -0.7157 -1.1448 0.8 -0.5 0.5 -0.15
S -0.2865 -1.8272 0.6160 0.6 0.2 -0.2 -0.15
H 0.2101 0.3852 -0.6947 -0.5 -0.8 -0.3 0.16
H 1.0682 -2.0048 0.6052 -0.6 -0.1 -0.1 0.13
O -0.8501 1.9853 -0.7593 -0.2 2.7 -0.4 -0.94
H -0.9713 2.8623 -0.3441 0.0 -0.6 0.7 0.48
H -0.7948 2.3554 -1.6588 0.0 -0.9 -0.2 0.47
O 2.0339 2.1552 1.7630 -0.1 -0.1 0.0 -0.94
H 1.5148 1.3469 1.8589 0.1 0.1 -0.1 0.47
H 2.0608 2.3349 0.8181 0.0 -0.1 0.0 0.47
```
Forces are in eV/Å.

LUMO ... 0.00504 Eh
Highest occupied orbital energy ... -8.87 eV
Largest force on an atom ... 2.72 eV/Å
Frontier orbital gap ... 0.3309 Eh
Relative energy (zero: lowest compared OMol25 entry of this formula, charge and spin) ... 0.617 eV
E ... -25862.1694 eV


# 2
# C38H44OP2Sn

C38H44OP2Sn as an isolated structure at a distorted geometry (ωB97M-V/def2-TZVPD, the Open Molecules 2025 dataset).

```
86
Properties=species:S:1:pos:R:3:forces:R:3:mulliken_charge:R:1
Sn 1.6287 -1.3000 3.6579 -0.9 -0.3 2.4 1.02
C -2.7084 0.1338 5.8866 0.1 -0.1 -0.3 -0.23
C -3.0208 -0.0073 4.5936 0.7 -0.3 0.2 -0.42
C -3.2493 1.1016 3.6106 -0.6 0.1 -0.5 -0.94
C -1.9310 1.6288 2.9670 -0.8 0.0 0.2 0.31
C -0.9590 2.3229 3.8945 0.3 -0.3 0.0 -0.53
C -1.1283 2.6982 5.1705 0.3 0.2 -0.2 -0.37
C -2.3888 2.7008 6.0003 -0.4 0.3 0.2 -0.84
C -2.8577 1.3992 6.6956 0.4 0.0 0.2 -0.83
C 2.9854 0.3685 4.2069 0.8 1.7 0.2 -0.98
H -2.2519 -0.7092 6.4160 -0.9 0.1 -0.2 0.43
H -3.0103 -1.0179 4.1521 0.3 0.4 0.3 0.36
H -3.8178 1.9366 4.0360 0.2 -0.3 -0.2 0.40
H -3.8875 0.7034 2.8050 0.2 0.2 0.1 0.47
H -1.4680 0.7754 2.4265 0.1 0.5 0.3 -0.54
H -2.2058 2.3661 2.1930 0.1 -0.3 0.0 0.40
H -0.0202 2.5965 3.3793 -0.3 -0.2 0.5 0.58
H -0.3060 3.2262 5.6629 0.0 -0.2 -0.3 0.44
H -3.2139 3.0259 5.3649 0.2 0.3 0.2 0.26
H -2.2525 3.4782 6.7770 -0.2 -0.4 -0.4 0.42
H -2.3216 1.2847 7.6519 -0.1 0.0 -0.3 0.31
H -3.9219 1.5264 6.9659 0.4 -0.1 -0.1 0.37
H 3.4832 0.1783 5.1632 -0.2 -0.4 -0.4 0.28
H 2.2956 1.2169 4.3440 -0.1 -0.4 -0.1 0.29
H 3.6957 0.6059 3.3992 -0.4 -0.5 0.1 0.45
P -0.0399 -2.1575 -3.6756 -1.6 0.4 -0.2 0.28
P 1.8720 0.4081 -4.0801 -0.5 1.7 -1.3 0.22
C -0.6997 -0.5900 -4.3311 1.0 1.6 -0.3 -0.65
C 0.1136 0.4863 -4.4966 -1.6 -1.5 0.0 -0.48
C -0.7928 -3.3583 -4.8573 0.8 -0.5 -0.1 0.46
C -1.9322 -3.0730 -5.6211 -0.1 0.0 -0.1 0.10
C -2.4369 -4.0043 -6.5343 0.2 0.0 0.3 -0.70
C -1.8022 -5.2370 -6.6966 0.2 0.2 0.2 -0.48
C -0.6406 -5.5211 -5.9671 -0.1 0.0 0.0 -0.58
C -0.1282 -4.5877 -5.0647 -0.2 0.2 0.1 -0.38
C -1.0420 -2.2714 -2.1229 0.4 0.2 0.1 0.68
C -0.7372 -1.3780 -1.0738 -0.1 -0.2 0.0 -0.79
C -1.4321 -1.4564 0.1358 0.0 -0.1 -0.3 -0.04
C -2.4603 -2.3970 0.2903 0.1 -0.1 -0.2 -0.50
C -2.7913 -3.2513 -0.7694 0.1 0.3 0.1 -0.74
C -2.0781 -3.1943 -1.9696 -0.1 -0.1 0.1 -0.39
C 2.5059 1.1219 -5.6932 0.1 -0.6 0.0 0.46
C 2.3802 0.3449 -6.8642 0.2 0.1 0.0 -0.28
C 2.8880 0.8118 -8.0796 -0.1 0.0 0.2 -0.70
C 3.5051 2.0674 -8.1481 -0.1 -0.1 0.3 -0.41
C 3.5799 2.8664 -7.0050 -0.2 -0.2 0.1 -0.67
C 3.0912 2.3910 -5.7840 0.2 0.2 0.1 -0.23
C 2.0084 1.8594 -2.9585 0.6 -0.4 0.6 0.40
C 3.1738 1.9482 -2.1709 -0.2 0.2 0.0 -0.37
C 3.3501 3.0278 -1.3022 -0.3 0.0 -0.1 -0.67
C 2.3544 4.0112 -1.2007 0.2 -0.2 0.0 -0.49
C 1.2047 3.9266 -1.9835 0.0 -0.2 -0.1 -0.76
C 1.0216 2.8469 -2.8520 0.2 0.0 0.1 0.05
H -1.7695 -0.5447 -4.5959 0.6 0.1 0.3 0.56
H -0.2541 1.4271 -4.9439 0.1 -0.6 0.2 0.76
H -2.4410 -2.1200 -5.5193 0.0 -0.2 0.0 0.15
H -3.3280 -3.7606 -7.1108 0.2 -0.1 0.2 0.41
H -2.2109 -5.9680 -7.3930 0.2 0.2 0.2 0.40
H -0.1382 -6.4795 -6.1109 -0.1 0.3 0.1 0.40
H 0.7920 -4.8027 -4.5146 -0.3 0.0 -0.2 0.38
H 0.0353 -0.6169 -1.2189 -0.2 -0.3 0.1 0.35
H -1.1790 -0.7783 0.9583 -0.2 -0.2 -0.4 0.23
H -3.0084 -2.4561 1.2370 0.2 0.0 -0.4 0.41
H -3.6106 -3.9603 -0.6642 0.2 0.2 0.0 0.40
H -2.3472 -3.8536 -2.7964 0.1 0.1 0.3 0.35
H 1.8733 -0.6209 -6.8188 0.2 0.2 -0.1 0.38
H 2.8055 0.1943 -8.9756 0.0 0.2 0.3 0.38
H 3.9273 2.4198 -9.0885 -0.2 -0.1 0.2 0.39
H 4.0222 3.8622 -7.0568 -0.1 -0.3 0.0 0.39
H 3.1533 3.0301 -4.9017 0.1 -0.2 -0.2 0.29
H 3.9410 1.1731 -2.2466 -0.2 0.3 0.0 0.41
H 4.2584 3.1026 -0.7042 -0.2 0.0 -0.2 0.45
H 2.4776 4.8396 -0.5002 0.0 -0.2 -0.3 0.42
H 0.4356 4.6976 -1.9276 0.2 -0.2 0.0 0.43
H 0.1150 2.7854 -3.4453 0.1 0.1 0.2 0.33
C 2.0738 -0.1320 7.4910 0.3 0.4 -0.3 -1.38
C 1.2051 -1.2837 7.0064 -0.4 -0.9 1.6 0.76
C -0.1517 -1.2245 7.6903 -0.4 0.1 0.1 -0.93
O 1.0349 -1.3929 5.5932 1.1 0.6 -1.8 -0.45
H 1.6167 0.8550 7.2978 0.2 -0.4 -0.1 0.26
H 3.0871 -0.2015 7.0718 -0.3 0.2 0.2 0.35
H 2.1728 -0.2266 8.5852 -0.1 -0.1 -0.4 0.44
H 1.6797 -2.2016 7.4076 0.0 0.2 -0.7 0.18
H -0.6648 -0.2639 7.5086 0.3 -0.5 -0.1 -0.16
H -0.7642 -2.0741 7.3562 0.0 0.4 0.1 0.36
H -0.0420 -1.3048 8.7850 0.2 -0.1 -0.4 0.45
```
Forces are in eV/Å.

LUMO (alpha / beta) ... -0.30829 / -0.34136 Eh
Highest occupied orbital energy (alpha / beta) ... -13.00 / -12.99 eV
Largest force on an atom ... 2.56 eV/Å
Frontier orbital gap (alpha / beta) ... 0.1695 / 0.1362 Eh
Total charge ... +2
E ... -66556.0028 eV


# 3
# C10H13N3S

One molecule with the formula C10H13N3S at a distorted geometry (ωB97M-V/def2-TZVPD, the Open Molecules 2025 dataset).

```
27
Properties=species:S:1:pos:R:3:forces:R:3:nbo_charge:R:1
C 2.6977 -1.6132 -0.5449 0.3 -3.1 -0.3 -0.43
N 2.9560 -0.3041 0.0096 -0.7 -1.0 -1.4 -0.44
C 3.3780 0.7345 -0.9534 -0.7 -0.2 -0.5 -0.24
C 2.7087 1.9072 -0.2717 -0.6 1.8 -1.3 -0.27
N 1.6415 1.4720 0.6223 0.2 -2.0 -1.1 -0.45
C 1.8550 0.1990 0.6820 -0.3 1.7 -0.3 0.40
C 0.8679 -0.6355 1.3698 0.1 -0.6 3.1 -0.61
S -0.2626 -1.5273 0.2104 -1.0 0.7 -0.1 0.21
C -1.7144 -0.4304 -0.2614 0.1 1.1 1.6 -0.17
C -2.9445 -1.1400 -0.5318 2.4 -1.6 1.4 -0.20
C -4.0279 -0.3361 -0.4165 -2.4 0.6 0.6 -0.27
C -3.9192 1.1065 -0.0217 -4.7 -2.0 -2.7 0.05
N -2.8623 1.7640 0.0392 5.2 0.2 0.8 -0.41
C -1.7537 0.9870 -0.0019 4.4 -1.7 1.1 -0.03
H 2.2502 -1.8070 -1.5594 0.4 1.6 0.3 0.20
H 1.8627 -2.1940 0.0050 2.4 0.7 -0.2 0.22
H 3.6884 -2.1322 -0.6107 -1.0 -0.1 0.4 0.20
H 2.9207 0.6084 -1.9423 -0.7 -0.5 0.1 0.18
H 4.4285 0.7756 -1.3113 -0.2 0.1 1.5 0.22
H 3.3015 2.3789 0.4248 2.2 1.5 1.0 0.20
H 2.3631 2.6481 -1.0160 0.0 -0.2 0.5 0.20
H 0.3296 0.1069 1.9347 -0.9 0.3 -0.1 0.27
H 1.3220 -1.1881 2.3609 -1.0 0.2 -3.0 0.27
H -2.9294 -2.3822 -0.4841 -0.3 3.7 -0.6 0.25
H -5.0042 -0.8973 -0.5097 0.8 1.4 0.2 0.23
H -4.6870 1.9070 -0.0537 -1.1 -1.8 0.2 0.21
H -0.6780 1.4145 0.4062 -3.0 -0.6 -1.5 0.24
```
Forces are in eV/Å.

LUMO ... 0.02530 Eh
Highest occupied orbital energy ... -8.50 eV
Largest force on an atom ... 5.75 eV/Å
Frontier orbital gap ... 0.3375 Eh
Relative energy (zero: lowest compared OMol25 entry of this formula, charge and spin) ... 5.175 eV
E ... -25881.9751 eV


# 4
# C5H10NS

A 2-piece molecular cluster, C5H10NS overall at a distorted geometry (ωB97M-V/def2-TZVPD, the Open Molecules 2025 dataset).

```
17
Properties=species:S:1:pos:R:3:forces:R:3:nbo_charge:R:1
C -1.1424 -1.9889 -0.0658 -2.2 -1.9 -0.8 -0.43
C -1.6329 1.2806 0.6975 -0.1 2.8 2.0 0.07
C -1.4239 -0.7618 -0.5487 -1.2 -1.4 -0.8 -0.05
C 1.8325 1.1935 -0.1506 -0.6 1.6 -1.5 -0.71
C 1.2606 -0.0009 0.4165 -2.2 -2.4 0.9 -0.20
N -1.1141 0.3301 0.1393 2.5 -0.5 -0.2 -0.37
S 1.3006 -1.4509 -0.4309 0.6 -0.3 2.5 0.42
H -1.5474 -2.9838 -0.5713 1.3 2.5 0.9 0.27
H -0.8161 -2.0737 0.9669 -0.1 -0.2 0.0 0.21
H -1.1052 2.0721 1.2550 1.0 -0.5 -0.5 0.18
H -2.6345 1.5494 0.8433 -2.2 -0.6 -0.5 0.19
H -1.6734 -0.6058 -1.5876 -0.4 0.0 -0.2 0.23
H 1.5531 2.0900 0.4041 -0.1 0.0 -0.2 0.26
H 1.5974 1.3083 -1.2715 0.2 -0.1 1.7 0.26
H 2.8895 1.1128 -0.0899 1.2 0.1 0.1 0.27
H 0.7789 -0.1208 1.4498 1.4 0.5 -1.5 0.27
H 1.8773 -0.9502 -1.4560 0.9 0.8 -1.9 0.13
```
Forces are in eV/Å.

LUMO (alpha / beta) ... -0.17442 / -0.17440 Eh
Highest occupied orbital energy (alpha / beta) ... -13.00 / -13.00 eV
Largest force on an atom ... 3.44 eV/Å
Frontier orbital gap (alpha / beta) ... 0.3034 / 0.3034 Eh
Relative energy (zero: lowest compared OMol25 entry of this formula, charge and spin) ... 4.538 eV
Total charge ... +1
E ... -17661.7845 eV